# C10H16N2O7

A single C10H16N2O7 molecule (ωB97M-V/def2-TZVPD, the OMol25 dataset).

The geometry in XYZ format:
```
35
Properties=species:S:1:pos:R:3
O 2.618 3.513 3.173
O 1.947 -0.561 -1.772
O -2.265 0.454 0.115
O 3.607 2.028 1.753
O -1.518 0.400 -2.910
O -3.644 -0.081 -3.135
O 3.576 0.018 -0.368
N -2.304 -1.907 0.659
N -0.087 0.841 -0.380
C 1.399 1.545 2.531
C -2.282 -1.780 -2.139
C -1.142 0.006 -0.039
C -1.085 -1.535 0.045
C -2.392 -0.390 -2.725
C 1.372 0.325 1.589
C 2.630 2.416 2.351
C 1.329 0.843 0.079
C -1.010 -2.200 -1.414
C 2.276 0.012 -0.771
H 0.523 -0.317 1.908
H -0.042 -1.939 -1.819
H 1.230 1.245 3.579
H -0.529 1.748 -0.585
H -3.626 0.714 -3.659
H -0.173 -1.921 0.547
H -3.180 -1.967 -1.559
H 0.533 2.114 2.298
H 3.604 0.521 0.465
H -1.001 -3.292 -1.391
H 1.728 1.847 0.047
H 2.353 -0.212 1.673
H 3.443 4.018 2.965
H -2.701 -1.230 1.373
H -2.733 -2.799 0.573
H -2.454 -2.481 -3.062
```

The total energy comes out at -27942.7719 eV. The calculation puts the energy above the lowest of the compared OMol25 structures with the same formula, charge and spin at 0.969 eV. Its highest occupied orbital energy is -8.64 eV. Its structure (SMILES) is N[C@@H](CCC(=O)O)C(=O)N[C@@H](CCC(=O)O)C(=O)O. The spin multiplicity is 1. The calculation puts the gap between HOMO and LUMO at 8.89 eV.